1) The following is a DFT calculation (ωB97M-V with the def2-TZVPD basis set) of an isolated ion of composition C5H11N2 and charge +1.

Structure (ORCA input):
```
! RIJCOSX wB97M-V def2-TZVPD def2/J DEFGRID3
* xyz 1 3
C -1.493 0.008 -0.310
C -0.377 -0.100 -1.146
C -2.190 0.212 1.922
C 1.404 0.233 0.587
C 1.897 -0.447 -1.715
N -1.234 0.163 0.929
N 0.854 -0.079 -0.731
H -2.468 -0.121 -0.777
H -0.630 -0.281 -2.199
H -1.883 1.125 2.591
H -3.287 0.320 1.676
H -2.255 -0.700 2.626
H 1.769 -0.688 1.095
H 2.460 0.668 0.352
H 0.837 0.979 1.129
H 2.806 -0.727 -1.112
H 1.638 -1.105 -2.509
H 2.152 0.541 -2.406
*
```

frontier orbital gap (spin up / spin down): 9.3 / 6.9 eV
expectation value of S²: 2.017
HOMO energy (spin up / spin down): -11.883 / -14.484 eV

=====

2) The following is a DFT calculation (ωB97M-V with the def2-TZVPD basis set) of a 2-piece molecular cluster, C5H11N2 overall.

Structure (ORCA input):
```
! RIJCOSX wB97M-V def2-TZVPD def2/J DEFGRID3
* xyz 1 3
C -2.823 1.215 0.507
C -1.938 0.354 0.345
C 2.455 0.731 -0.875
C -1.304 -1.707 -0.567
C 1.794 0.028 1.388
N 1.504 0.334 0.170
N -1.024 -0.352 -0.106
H -2.863 2.012 -0.232
H 2.154 1.645 -1.147
H 3.569 0.674 -0.454
H 2.429 0.087 -1.705
H -0.923 -2.410 0.083
H -2.309 -1.793 -0.661
H -0.920 -1.874 -1.500
H 2.826 0.045 1.681
H 0.985 -0.305 2.079
H -3.642 1.277 1.198
H 0.029 0.038 -0.204
*
```

frontier orbital gap (spin up / spin down): 8.2 / 6.7 eV
expectation value of S²: 2.010
HOMO energy (spin up / spin down): -11.086 / -14.445 eV

=====

Name the most stable of them. 1).

=====

1) The following is a DFT calculation (ωB97M-V with the def2-TZVPD basis set) of one molecule with the formula C2H3N3O2.

Structure (ORCA input):
```
! RIJCOSX wB97M-V def2-TZVPD def2/J DEFGRID3
* xyz 0 1
O -2.664 -0.312 -0.033
C -1.506 -0.074 -0.001
N -0.998 1.210 -0.145
C 0.211 1.262 -0.083
N 0.681 -0.134 0.265
O 1.923 -0.301 -0.243
N -0.426 -0.975 -0.258
H 0.928 2.042 -0.003
H 2.504 -0.780 0.442
H -0.653 -1.937 0.059
*
```

frontier orbital gap: 9.7 eV
structure (SMILES): O=c1ncn(O)[nH]1
HOMO energy: -9.403 eV

=====

2) The following is a DFT calculation (ωB97M-V with the def2-TZVPD basis set) of C2H3N3O2 as an isolated structure.

Structure (ORCA input):
```
! RIJCOSX wB97M-V def2-TZVPD def2/J DEFGRID3
* xyz 0 1
C 0.230 0.453 0.405
C -0.119 -0.727 -0.400
H 0.278 0.637 2.475
H 0.013 -0.864 1.789
H -0.234 -0.459 -2.787
N 0.522 0.072 1.688
N 0.052 1.565 -0.101
N -0.362 -0.090 -1.554
O -0.239 1.285 -1.396
O -0.141 -1.872 -0.119
*
```

frontier orbital gap: 9.4 eV
HOMO energy: -9.243 eV

=====

3) The following is a DFT calculation (ωB97M-V with the def2-TZVPD basis set) of one molecule with the formula C2H3N3O2.

Structure (ORCA input):
```
! RIJCOSX wB97M-V def2-TZVPD def2/J DEFGRID3
* xyz 0 1
C -2.190 -0.379 0.246
N -1.012 -0.048 -0.589
N -0.434 1.195 -0.094
N 0.818 1.164 0.205
C 1.165 -0.193 -0.037
O 2.232 -0.550 0.053
O 0.036 -0.899 0.016
H -2.910 -1.252 -0.179
H -2.710 0.528 0.319
H -1.981 -0.439 1.389
*
```

frontier orbital gap: 10.2 eV
structure (SMILES): Cn1nnc(=O)o1
HOMO energy: -10.852 eV

=====

4) The following is a DFT calculation (ωB97M-V with the def2-TZVPD basis set) of one molecule with the formula C2H3N3O2.

Structure (ORCA input):
```
! RIJCOSX wB97M-V def2-TZVPD def2/J DEFGRID3
* xyz 0 1
N -2.304 -0.422 0.209
C -1.003 -0.196 -0.029
N 0.025 -1.013 -0.074
C 1.223 -0.216 -0.058
O 2.344 -0.604 0.091
N 0.730 1.131 -0.129
O -0.599 1.074 -0.017
H -2.585 -1.317 -0.425
H -2.846 0.282 -0.285
H 0.998 1.871 0.594
*
```

frontier orbital gap: 10.3 eV
structure (SMILES): Nc1nc(=O)[nH]o1
HOMO energy: -9.886 eV

=====

Name the most stable of them. 4).